{"formula": "C26H22Br6F4", "method": "wB97M-V/def2-TZVPD", "species": ["Br", "Br", "Br", "Br", "Br", "Br", "F", "F", "F", "F", "C", "C", "C", "C", "C", "C", "C", "C", "C", "C", "C", "C", "C", "C", "C", "C", "C", "C", "C", "C", "C", "C", "C", "C", "C", "C", "H", "H", "H", "H", "H", "H", "H", "H", "H", "H", "H", "H", "H", "H", "H", "H", "H", "H", "H", "H", "H", "H"], "positions_angstrom": [[2.012, 1.756, 0.872], [3.124, -0.424, 3.672], [1.520, -1.683, 1.172], [0.247, 2.715, -1.763], [-1.265, 1.319, 0.828], [3.692, -3.427, 2.907], [4.415, 1.672, -2.183], [2.548, 1.239, 6.084], [-1.301, 0.274, -4.393], [-6.653, -3.157, -0.582], [1.914, 3.585, 5.539], [-4.206, -0.783, 0.781], [3.175, -0.758, -4.578], [5.571, 0.435, -3.815], [0.421, 1.423, -0.258], [-0.137, 3.822, 4.236], [-0.374, -1.826, -3.801], [-6.147, -2.100, 0.112], [0.711, 1.610, 4.722], [-0.516, -2.580, -1.547], [4.430, -1.186, -5.178], [-1.461, -0.485, -2.216], [4.389, 0.735, -3.176], [-4.767, -1.864, 0.091], [-1.151, -1.397, -1.177], [-1.045, -0.668, -3.465], [-0.144, -2.821, -2.876], [0.871, 4.394, 5.017], [5.622, -0.562, -4.735], [2.316, -2.068, 2.919], [3.182, 0.228, -3.572], [-6.404, -0.179, 1.391], [1.768, 2.132, 5.426], [-6.968, -1.210, 0.765], [-0.222, 2.462, 4.034], [-5.014, 0.066, 1.481], [-7.055, 0.523, 1.892], [-8.033, -1.314, 0.625], [4.533, -1.829, -6.040], [0.957, 5.467, 5.106], [1.536, -2.220, 3.665], [2.763, 3.981, 6.075], [-1.960, 0.466, -2.102], [6.580, -0.851, -5.141], [2.184, -1.098, -4.839], [-1.386, -1.226, -0.137], [2.253, 0.361, -3.037], [-3.129, -0.703, 0.766], [-1.051, 1.957, 3.560], [0.283, -3.700, -3.338], [-4.074, -2.493, -0.449], [-0.942, 4.450, 3.886], [-0.363, -3.348, -0.803], [0.709, 0.537, 4.596], [6.489, 0.919, -3.513], [0.619, 0.435, -0.675], [-0.290, -1.966, -4.869], [-4.779, 0.963, 2.036]], "nbo_charge": [-0.120, 0.063, 0.106, -0.165, -0.254, 0.071, -0.320, -0.337, -0.323, -0.335, -0.285, -0.177, -0.185, -0.294, -0.536, -0.233, -0.289, 0.402, -0.283, -0.177, -0.245, -0.282, 0.411, -0.294, -0.222, 0.384, -0.234, -0.205, -0.201, -0.479, -0.280, -0.190, 0.386, -0.309, -0.162, -0.227, 0.201, 0.220, 0.209, 0.210, 0.221, 0.215, 0.255, 0.206, 0.220, 0.239, 0.252, 0.236, 0.237, 0.217, 0.228, 0.212, 0.206, 0.223, 0.222, 0.152, 0.212, 0.226], "total_charge": -1, "multiplicity": 2, "homo_ev": [-1.44, -5.93], "homo_lumo_gap_ev": [3.58, 8.07], "e_tot_ha": -16847.431209}